This record from the OMol25 dataset describes a 6-piece molecular cluster, C12H38NO10 overall in a non-equilibrium geometry. The level of theory is ωB97M-V/def2-TZVPD.

Geometry as XYZ:
```
61
C12H38NO10, DFT ωB97M-V/def2-TZVPD
O 4.883 13.647 21.139
H 3.964 13.501 20.904
H 5.408 13.616 20.336
H 5.045 14.435 21.663
C 4.135 16.164 24.060
C 5.632 15.949 24.140
C 6.273 14.948 25.104
O 5.721 15.143 26.384
C 6.381 14.365 27.375
N 6.045 15.718 22.729
H 3.671 16.650 24.918
H 3.534 15.290 23.808
H 3.714 16.750 23.243
H 6.202 16.820 24.464
H 7.352 15.064 25.004
H 6.083 13.892 24.912
H 6.798 15.014 28.145
H 7.175 13.722 26.995
H 5.803 13.511 27.727
H 6.104 16.698 22.493
H 7.021 15.511 22.574
C 4.685 10.676 18.017
C 3.725 11.041 16.948
O 2.438 10.589 17.272
O 4.397 11.543 19.089
H 5.717 10.919 17.766
H 4.471 9.668 18.370
H 4.036 10.626 15.990
H 3.782 12.114 16.766
H 1.795 10.898 16.629
H 3.458 11.511 19.288
C 1.727 14.652 20.329
C 1.326 13.791 21.556
O 2.247 12.647 21.652
O 2.951 15.371 20.485
H 1.032 15.456 20.087
H 1.945 14.039 19.454
H 0.340 13.400 21.304
H 1.395 14.339 22.495
H 1.714 11.929 22.001
H 2.823 16.322 20.451
C 7.337 14.412 18.376
C 7.985 13.160 18.981
O 7.940 13.135 20.426
O 5.899 14.506 18.590
H 7.674 14.364 17.340
H 7.680 15.360 18.791
H 8.987 12.937 18.613
H 7.448 12.276 18.636
H 8.277 12.303 20.766
H 5.549 15.106 17.928
C 7.720 11.659 23.736
C 8.518 10.477 23.102
O 8.734 10.886 21.686
O 6.335 11.688 23.097
H 8.292 12.528 23.411
H 7.644 11.575 24.820
H 8.029 9.503 23.069
H 9.512 10.347 23.529
H 8.802 10.133 21.095
H 6.601 11.637 22.176
```

Output
**ΔE to the lowest compared entry with this formula, charge and spin**: 1.491 eV
**Spin multiplicity**: 2
**Energy**: -35017.0566 eV
**HOMO energy (spin up / spin down)**: -1.85 / -9.87 eV
**Orbital gap (spin up / spin down)**: 0.0760 / 0.3673 Ha
**Expectation value of S²**: 0.7506
**Charge**: 0

These are the Löwdin partial charges, in e, on atoms 1 to 5:
1. O 0.23
2. H 0.07
3. H 0.08
4. H 0.08
5. C -0.07

=====

This record from the OMol25 dataset describes C12H38O7 as an isolated structure in a non-equilibrium geometry. The level of theory is ωB97M-V/def2-TZVPD.

Geometry as XYZ:
```
57
C12H38O7, DFT ωB97M-V/def2-TZVPD
O -10.817 9.409 23.195
H -10.321 9.629 22.406
H -10.649 10.136 23.795
O -12.030 12.402 22.439
H -12.443 11.667 22.894
H -12.737 12.794 21.927
O -8.373 9.597 22.472
H -8.601 9.182 21.640
H -8.039 8.881 23.013
C -12.668 16.567 21.219
C -11.205 16.129 21.399
C -10.942 14.893 22.258
O -10.636 15.657 20.128
H -13.175 16.781 22.160
H -13.301 15.820 20.741
H -12.695 17.487 20.634
H -10.677 16.960 21.868
H -11.572 14.035 22.024
H -11.129 15.029 23.323
H -9.902 14.583 22.151
H -10.358 14.762 20.332
C -8.653 11.369 24.780
C -9.726 12.182 24.134
C -9.371 12.671 22.702
O -10.859 11.405 23.973
H -7.738 11.960 24.835
H -8.469 10.510 24.135
H -9.017 11.036 25.752
H -9.969 13.037 24.764
H -9.413 11.873 21.961
H -8.379 13.123 22.715
H -10.019 13.515 22.466
H -11.418 11.946 23.411
C -6.847 11.327 26.653
C -6.104 12.395 25.849
C -6.434 13.742 26.433
O -4.775 12.157 25.888
H -6.700 10.345 26.201
H -7.881 11.673 26.657
H -6.662 11.337 27.727
H -6.504 12.413 24.835
H -6.163 14.535 25.736
H -5.964 14.029 27.373
H -7.512 13.840 26.563
H -4.445 12.489 25.051
C -8.503 7.556 26.192
C -9.645 8.421 26.714
C -9.107 9.661 27.465
O -10.245 8.871 25.458
H -7.729 7.466 26.954
H -8.059 7.895 25.256
H -8.923 6.558 26.060
H -10.334 7.829 27.317
H -8.379 10.338 27.019
H -8.689 9.461 28.452
H -9.998 10.257 27.664
H -11.141 9.184 25.602
```

Output
**ΔE to the lowest compared entry with this formula, charge and spin**: 9.233 eV
**Spin multiplicity**: 1
**Energy**: -27383.9648 eV
**HOMO energy**: -8.67 eV
**Orbital gap**: 0.3279 Ha
**Charge**: 0

These are the Löwdin partial charges, in e, on atoms 1 to 5:
1. O -0.09
2. H 0.01
3. H -0.12
4. O 0.01
5. H 0.12

=====

This record from the OMol25 dataset describes a 8-piece molecular cluster, C12H40N8O12 overall in a non-equilibrium geometry. The level of theory is ωB97M-V/def2-TZVPD.

Geometry as XYZ:
```
72
C12H40N8O12, DFT ωB97M-V/def2-TZVPD
C -2.863 3.326 0.091
O -2.432 3.250 -1.039
N -4.014 3.755 0.478
N -2.025 3.116 1.122
H -4.778 4.039 -0.118
H -4.128 3.690 1.480
H -2.279 3.715 1.894
H -1.061 2.999 0.844
C -0.336 -0.165 -0.359
O 0.795 0.338 -0.343
N -1.454 0.381 -0.870
N -0.626 -1.199 0.395
H -1.310 1.271 -1.326
H -2.282 -0.186 -0.981
H -1.563 -1.571 0.470
H 0.016 -1.789 0.904
C 1.948 3.917 0.498
O 2.261 4.897 -0.169
N 1.059 3.075 -0.113
N 2.245 3.505 1.699
H 1.026 2.124 0.226
H 1.133 3.228 -1.109
H 3.094 3.923 2.051
H 2.097 2.506 1.724
C -0.185 3.332 -3.777
O 0.561 3.661 -2.867
N -1.315 2.694 -3.563
N 0.046 3.352 -5.028
H -1.694 2.317 -4.420
H -1.724 2.479 -2.665
H -0.497 2.855 -5.720
H 0.946 3.738 -5.278
C -5.362 -0.779 -2.896
C -4.568 -0.303 -1.708
O -3.753 -1.239 -0.885
O -5.938 0.306 -3.606
H -6.138 -1.415 -2.469
H -4.765 -1.409 -3.555
H -5.201 0.245 -1.010
H -4.067 0.554 -2.158
H -4.305 -1.829 -0.366
H -6.892 0.212 -3.657
C 0.040 -4.813 0.866
C 1.463 -5.173 1.255
O 1.538 -5.654 2.552
O -0.674 -3.912 1.661
H -0.547 -5.732 0.887
H 0.113 -4.435 -0.154
H 2.179 -4.373 1.440
H 1.925 -5.911 0.599
H 0.637 -5.452 2.812
H -1.599 -3.875 1.408
C 2.081 -0.024 3.982
C 3.574 -0.493 4.229
O 4.181 0.747 4.136
O 1.911 0.619 2.728
H 1.795 0.718 4.728
H 1.455 -0.883 4.220
H 3.876 -1.139 3.405
H 3.723 -1.061 5.147
H 4.116 1.206 4.976
H 2.093 -0.004 2.021
C 4.001 -2.975 -0.755
C 3.286 -1.994 0.298
O 3.791 -0.683 0.264
O 3.732 -2.538 -2.039
H 3.574 -3.975 -0.676
H 5.091 -2.992 -0.743
H 3.387 -2.418 1.297
H 2.243 -1.844 0.021
H 3.215 -0.182 -0.319
H 4.130 -1.665 -2.067
```

Output
**ΔE to the lowest compared entry with this formula, charge and spin**: 0.000 eV
**Spin multiplicity**: 2
**Energy**: -49574.1629 eV
**HOMO energy (spin up / spin down)**: -11.74 / -11.74 eV
**Orbital gap (spin up / spin down)**: 0.3525 / 0.1527 Ha
**Expectation value of S²**: 0.7649
**Charge**: +1

These are the Löwdin partial charges, in e, on atoms 1 to 5:
1. C -0.74
2. O 0.02
3. N 0.19
4. N 0.16
5. H 0.14